Arrangement w

Density functional theory data (ωB97M-V/def2-TZVPD) for the molecule C4H4F2.

```
! RIJCOSX wB97M-V def2-TZVPD def2/J DEFGRID3
* xyz 0 1
C -1.90 0.30 0.15
C 1.78 -0.30 -0.16
H -2.84 -0.29 -0.12
H -1.69 1.38 0.63
C 0.54 0.18 0.02
F 0.81 1.61 0.12
H 2.50 0.46 -0.19
H 2.13 -1.55 0.02
C -0.79 -0.28 0.11
F -0.54 -1.51 -0.58
*
```

Its HOMO energy is -9.624 eV. As for the orbital gap: 9.92 eV. For the LUMO energy, the calculation gives 0.3 eV. Its structure (SMILES) is C=C(F)C(=C)F.

These are the Löwdin partial charges, in e, on atoms 1 to 5: 0.0985 0.0879 0.1206 0.1487 -0.2621

Arrangement x

Density functional theory data (ωB97M-V/def2-TZVPD) for a structure of composition C4H4F2.

```
! RIJCOSX wB97M-V def2-TZVPD def2/J DEFGRID3
* xyz 0 1
H 1.12 1.47 -0.50
H 2.68 0.46 -0.17
H -1.46 1.55 1.01
C -0.67 -0.55 0.15
C 1.65 0.62 -0.25
F 1.24 -1.83 0.27
C -1.62 0.50 0.12
F -1.09 -1.85 -0.28
C 0.89 -0.55 0.01
H -2.74 0.18 -0.35
*
```

Its HOMO energy is -9.428 eV. As for the orbital gap: 9.32 eV. For the LUMO energy, the calculation gives -0.1 eV.

These are the Löwdin partial charges, in e, on atoms 1 to 5: 0.0366 0.0400 0.1703 -0.2541 0.1171

Verdict on stability: arrangement x comes out at the bottom.

Arrangement w

Density functional theory data (ωB97M-V/def2-TZVPD) for the molecule C10H15NO.

```
! RIJCOSX wB97M-V def2-TZVPD def2/J DEFGRID3
* xyz 0 1
C 1.25 0.37 -0.03
C 1.48 -1.05 -0.08
H -1.42 2.52 0.11
O -1.93 -2.46 -0.12
C -1.14 -0.09 -0.21
H 3.11 -1.43 1.37
H 3.72 -1.27 -0.39
H 2.22 2.14 -0.81
H 0.23 2.78 0.71
H 2.38 1.93 0.93
H 0.62 -3.03 0.09
C 0.37 -1.93 0.01
C -0.91 -1.48 -0.17
C -0.38 2.26 -0.06
H -2.63 -2.37 -1.08
H -3.10 -0.18 -1.28
N -3.48 0.23 0.74
C 2.85 -1.67 0.26
H 2.86 -2.81 -0.01
H -3.04 0.80 1.48
H -0.11 2.72 -0.99
H -3.39 -0.72 1.05
H 3.44 0.97 -0.16
H -2.70 1.31 -0.74
C -2.61 0.32 -0.45
C 2.37 1.36 -0.02
C -0.06 0.79 -0.15
*
```

Its HOMO energy is -8.458 eV. As for the orbital gap: 9.00 eV. For the LUMO energy, the calculation gives 0.5 eV. Its structure (SMILES) is Cc1cc(O)c(CN)c(C)c1C.

These are the Löwdin partial charges, in e, on atoms 1 to 5: -0.2073 -0.1994 0.0642 -0.0734 -0.1055

Arrangement x

Density functional theory data (ωB97M-V/def2-TZVPD) for a structure of composition C10H15NO.

```
! RIJCOSX wB97M-V def2-TZVPD def2/J DEFGRID3
* xyz 0 1
H 2.12 0.54 0.63
C -0.25 -0.81 1.89
H 1.78 -2.57 -0.23
C -0.23 2.70 -0.51
C -0.66 2.50 -1.77
H -1.58 1.20 -3.19
H 0.00 -2.89 1.06
H -0.12 1.96 1.63
H -2.46 -0.76 -2.38
H 3.05 -0.60 -0.74
C 0.47 -1.95 1.23
H 0.62 -1.28 -0.50
H -0.59 3.38 -2.30
H -2.41 -1.45 -0.75
H 0.27 3.84 -0.07
C -1.30 1.45 -2.10
C 1.33 -1.50 0.03
H -0.85 -1.24 2.94
C -0.39 1.83 0.72
C -1.62 0.21 -1.15
H 3.04 -0.79 1.15
H 1.18 -2.42 2.32
H 0.27 -0.03 2.09
C 2.39 -0.48 0.42
N -1.99 -1.03 -1.57
O -1.10 -0.39 0.94
C -0.97 0.59 0.25
*
```

Its HOMO energy is -6.970 eV. As for the orbital gap: 7.78 eV. For the LUMO energy, the calculation gives 0.8 eV.

These are the Löwdin partial charges, in e, on atoms 1 to 5: 0.0444 -0.2321 0.1594 -0.0960 -0.2540

Verdict on stability: arrangement x comes out at the bottom.